(1)
The following is a quantum chemistry calculation of a cluster of 7 separate species, C29H60O28P2S7 in total in a non-equilibrium geometry, from the OMol25 dataset.

Its multiplicity is 1. Its charge is 0. Its strongest force on any atom is 4.85 eV/A. As for the structure (SMILES): C=C[PH](CCCCCCCCCCCC)(COC(C)=O)P(O)(O)=S.O=S1(=O)OCCO1.O=S1(=O)OCCO1.O=S1(=O)OCCO1.O=S1(=O)OCCO1.O=S1(=O)OCCO1.O=S1(=O)OCCO1. The gap between HOMO and LUMO comes out at 7.67 eV. For the total energy, the calculation gives -6717.33740 a.u.

Each line ends with the Löwdin charge.
Cartesian coordinates (Å):
C (4.92790, 0.06435, 0.29226)  -0.047
C (3.53746, -0.15892, 0.40455)  -0.272
P (2.31617, 0.07681, -1.05739)  0.716
C (0.60794, 0.73386, -0.58673)  -0.330
C (0.32784, 0.42186, 0.96030)  -0.264
C (-0.98711, 1.18400, 1.48491)  -0.201
C (-2.26169, 0.21701, 1.31262)  -0.205
C (-3.51726, 0.87518, 2.04959)  -0.196
C (-4.67073, 1.40186, 1.07711)  -0.197
C (-4.17130, 1.92052, -0.34654)  -0.203
C (-5.02227, 3.19319, -0.84734)  -0.188
C (-4.99904, 3.13701, -2.47013)  -0.206
C (-6.30204, 2.45967, -3.08639)  -0.212
C (-6.27634, 0.86506, -3.12160)  -0.259
C (-5.08474, 0.24974, -4.00635)  -0.129
C (2.95539, 1.86463, -1.28242)  -0.355
O (3.10342, 2.61426, -0.03850)  -0.109
C (3.71132, 3.85604, -0.36833)  -0.432
C (4.88922, 4.41858, 0.56655)  0.012
O (3.39760, 4.54234, -1.34469)  0.062
P (1.74242, -2.05129, -0.86503)  0.215
O (2.51514, -2.88048, -2.16436)  -0.331
O (2.35780, -2.81364, 0.55545)  -0.307
S (-0.14836, -2.45178, -1.01399)  0.283
H (5.38692, 0.84056, 1.01456)  0.057
H (5.60239, -0.40528, -0.48176)  0.075
H (3.16767, -0.45540, 1.44663)  0.098
H (2.72891, -0.18355, -2.42020)  0.056
H (-0.23263, 0.44454, -1.28512)  0.076
H (0.68128, 1.87679, -0.65145)  0.090
H (0.34599, -0.67485, 1.23324)  0.075
H (1.20087, 0.90229, 1.53291)  0.100
H (-0.80149, 1.38290, 2.59847)  0.114
H (-1.13725, 2.19638, 0.99021)  0.108
H (-2.44820, -0.09137, 0.23989)  0.105
H (-1.98749, -0.74348, 1.87763)  0.111
H (-3.14622, 1.74667, 2.68177)  0.105
H (-4.00610, 0.11712, 2.75339)  0.091
H (-5.15115, 2.30226, 1.59902)  0.113
H (-5.50022, 0.62775, 0.94716)  0.085
H (-4.31393, 1.11863, -1.15066)  0.096
H (-3.07086, 2.19611, -0.36119)  0.102
H (-6.08077, 3.11984, -0.44560)  0.116
H (-4.48503, 4.14564, -0.51864)  0.080
H (-4.02556, 2.61077, -2.75467)  0.095
H (-4.88157, 4.22141, -2.80638)  0.089
H (-6.37878, 2.81204, -4.16853)  0.109
H (-7.23135, 2.79450, -2.51282)  0.112
H (-6.29583, 0.41399, -2.07183)  0.099
H (-7.24320, 0.54003, -3.64597)  0.102
H (-4.13738, 0.87905, -3.98870)  0.062
H (-5.39974, 0.10321, -5.08839)  0.069
H (-4.85556, -0.77582, -3.58255)  0.069
H (4.00855, 1.80497, -1.74425)  0.111
H (2.29174, 2.36971, -2.05577)  0.106
H (5.78818, 3.73128, 0.55303)  0.072
H (4.46141, 4.61573, 1.59606)  0.090
H (5.20498, 5.42787, 0.13453)  0.090
H (1.90795, -3.62442, -2.40939)  0.002
H (3.11132, -3.37222, 0.24865)  0.063
C (1.77716, -8.32967, -2.40904)  -0.149
C (1.80980, -7.71636, -1.01705)  -0.167
O (1.42655, -6.35542, -1.20506)  -0.196
S (0.37849, -6.26625, -2.43965)  0.637
O (-0.93940, -6.23224, -1.90255)  -0.215
O (0.86086, -5.29032, -3.36965)  -0.235
O (0.64360, -7.74803, -3.05831)  -0.287
H (2.67199, -8.06064, -2.97746)  0.135
H (1.67856, -9.41538, -2.38038)  0.140
H (2.79653, -7.77649, -0.55895)  0.134
H (1.07457, -8.18900, -0.35944)  0.135
C (7.98731, -1.30494, 3.57347)  -0.164
C (8.02755, -0.68923, 4.96249)  -0.168
O (7.65130, 0.67559, 4.77168)  -0.187
S (6.60376, 0.76793, 3.54093)  0.615
O (5.28435, 0.80574, 4.08361)  -0.214
O (7.08573, 1.73680, 2.60720)  -0.250
O (6.85742, -0.70955, 2.93164)  -0.200
H (8.88128, -1.04638, 2.99960)  0.135
H (7.87935, -2.38880, 3.60614)  0.138
H (9.01418, -0.75601, 5.41909)  0.138
H (7.28978, -1.15441, 5.62221)  0.135
C (9.85432, 4.79919, 1.92449)  -0.168
C (9.45370, 4.00436, 0.69403)  -0.174
O (10.64439, 3.90905, -0.08938)  -0.189
S (11.92579, 3.86032, 0.90090)  0.639
O (12.30554, 2.49465, 1.07723)  -0.228
O (12.84656, 4.87202, 0.49674)  -0.222
O (11.17197, 4.35217, 2.24807)  -0.190
H (9.90153, 5.86946, 1.70564)  0.133
H (9.17800, 4.63070, 2.76238)  0.135
H (8.65846, 4.48763, 0.12751)  0.133
H (9.14384, 2.99044, 0.96274)  0.123
C (-4.59172, 8.75856, 0.76698)  -0.172
C (-3.50253, 7.70053, 0.83970)  -0.171
O (-4.19708, 6.45334, 0.80229)  -0.196
S (-5.53273, 6.61866, -0.10051)  0.629
O (-5.24539, 6.14614, -1.41580)  -0.232
O (-6.65008, 6.16493, 0.66049)  -0.213
O (-5.56236, 8.23816, -0.14219)  -0.188
H (-5.07396, 8.89615, 1.73858)  0.133
H (-4.21315, 9.71687, 0.41188)  0.135
H (-2.90480, 7.78081, 1.74682)  0.136
H (-2.84568, 7.74843, -0.03352)  0.134
C (-6.35218, -1.46841, 5.54850)  -0.173
C (-6.00401, -2.51823, 4.50681)  -0.173
O (-7.04118, -2.42640, 3.52972)  -0.186
S (-7.54860, -0.89020, 3.43814)  0.647
O (-6.88479, -0.26329, 2.34001)  -0.230
O (-8.96607, -0.87322, 3.59693)  -0.217
O (-6.86610, -0.36028, 4.80867)  -0.189
H (-7.13825, -1.82367, 6.22037)  0.133
H (-5.48472, -1.16543, 6.13461)  0.135
H (-5.95898, -3.52227, 4.92683)  0.136
H (-5.05462, -2.28730, 4.01500)  0.129
C (-3.47967, -8.11324, -5.69084)  -0.168
C (-3.94667, -9.44644, -5.12868)  -0.177
O (-2.83586, -9.94078, -4.38173)  -0.191
S (-2.01903, -8.68424, -3.75146)  0.665
O (-2.44886, -8.50858, -2.40348)  -0.211
O (-0.64169, -8.80969, -4.11703)  -0.225
O (-2.69229, -7.52223, -4.65591)  -0.179
H (-2.84046, -8.25546, -6.56647)  0.133
H (-4.31317, -7.46194, -5.95313)  0.136
H (-4.22930, -10.15136, -5.90977)  0.134
H (-4.78546, -9.31231, -4.43955)  0.133

***

(2)
The following is a quantum chemistry calculation of a cluster of 3 separate species, C29H61N4O5S3 in total in a non-equilibrium geometry, from the OMol25 dataset.

Its multiplicity is 1. Its charge is +1. Its strongest force on any atom is 5.92 eV/A. The gap between HOMO and LUMO comes out at 7.83 eV. For the total energy, the calculation gives -2930.70370 a.u.

Each line ends with the Löwdin charge.
Cartesian coordinates (Å):
C (7.73439, 0.45520, 3.42621)  -0.149
C (6.77409, 1.20007, 2.27721)  -0.256
C (6.46193, 2.77556, 2.61952)  -0.230
C (4.89835, 3.10758, 2.98884)  -0.228
C (3.87572, 3.10189, 1.69099)  -0.204
C (2.32113, 3.06742, 2.30858)  -0.206
C (1.30876, 3.26049, 1.06571)  -0.143
C (0.17552, 2.04216, 0.85728)  -0.296
C (-0.43791, 2.45621, -0.64404)  -0.428
S (-1.98913, 1.61891, -1.17527)  0.801
C (-3.55543, 2.47846, -0.62605)  -0.511
C (-4.78466, 1.35908, -0.81247)  -0.170
C (1.05172, 0.66882, 0.71130)  -0.280
N (0.58566, -0.29562, -0.36450)  0.041
C (1.60158, -0.49900, -1.30218)  -0.263
C (1.26927, 0.05014, -2.84281)  -0.057
C (3.02280, -1.25875, -1.00169)  -0.047
N (1.25223, -0.14137, 1.96119)  -0.008
C (0.04317, -0.23054, 2.85076)  -0.270
C (-1.14627, -1.21431, 2.29567)  -0.097
C (-2.21259, -1.64453, 3.47205)  -0.368
C (-2.62031, -3.23377, 3.39728)  -0.078
O (-3.39138, -0.76994, 3.35794)  -0.125
C (-0.42177, 1.29167, 3.22863)  -0.051
N (-0.87837, 2.02743, 1.95090)  -0.050
C (-1.50393, 3.38667, 2.24126)  -0.203
N (-0.82478, 4.19731, 3.31205)  0.015
H (7.10032, -0.21169, 4.16923)  0.074
H (8.56453, -0.23524, 2.93379)  0.077
H (8.32386, 1.24060, 4.09094)  0.074
H (7.42957, 1.16327, 1.28051)  0.105
H (5.80715, 0.56575, 2.03767)  0.096
H (6.90479, 3.47920, 1.76817)  0.120
H (7.09265, 3.03020, 3.60057)  0.108
H (4.88683, 4.22930, 3.39649)  0.119
H (4.51263, 2.44759, 3.88719)  0.124
H (4.04958, 2.04549, 1.16233)  0.105
H (4.04372, 3.98283, 0.93916)  0.123
H (2.25657, 2.08011, 2.91959)  0.099
H (2.25063, 4.04471, 2.98842)  0.127
H (0.80691, 4.33954, 1.02443)  0.126
H (1.96170, 3.20676, 0.06646)  0.129
H (-0.63714, 3.63324, -0.63569)  0.104
H (0.44156, 2.28826, -1.39811)  0.082
H (-3.86238, 3.41815, -1.25645)  0.093
H (-3.59575, 2.79121, 0.50046)  0.056
H (-5.30983, 1.42932, -1.85572)  0.064
H (-4.39534, 0.25172, -0.59599)  0.082
H (-5.64153, 1.53397, -0.00009)  0.093
H (2.14369, 1.00795, 0.36297)  0.142
H (1.85891, -0.57020, -3.64542)  0.084
H (0.08573, -0.05296, -2.95143)  0.080
H (1.52473, 1.20100, -2.97370)  0.093
H (3.95825, -0.68751, -1.47112)  0.102
H (3.19868, -1.19352, 0.17653)  0.089
H (3.03545, -2.35695, -1.40652)  0.101
H (1.54496, -1.12480, 1.76309)  0.115
H (0.41721, -0.72243, 3.87309)  0.170
H (-1.72868, -0.73382, 1.37780)  0.121
H (-0.59933, -2.17637, 1.85172)  0.115
H (-1.67574, -1.46075, 4.49872)  0.146
H (-3.61486, -3.35290, 4.04459)  0.103
H (-2.81996, -3.62607, 2.30840)  0.071
H (-1.73818, -3.85280, 3.88801)  0.105
H (-4.08287, -1.24281, 2.80836)  0.111
H (0.31987, 1.90430, 3.88453)  0.137
H (-1.42094, 1.18405, 3.87384)  0.159
H (-1.70726, 1.43073, 1.64500)  0.153
H (-1.67292, 4.04957, 1.27990)  0.146
H (-2.60067, 3.14495, 2.64712)  0.160
H (-1.32185, 4.18503, 4.22906)  0.099
H (-0.76976, 5.18097, 2.92549)  0.104
C (-2.45459, -0.26653, -5.72981)  -0.228
C (-3.46313, 0.04583, -6.83429)  -0.216
C (-4.81656, -0.50537, -6.38880)  -0.222
S (-4.80230, -0.48158, -4.60249)  0.666
O (-4.84678, -1.84705, -4.12327)  -0.321
O (-5.72082, 0.53586, -4.13177)  -0.336
C (-3.13571, 0.12440, -4.42674)  -0.261
H (-1.51589, 0.27697, -5.87143)  0.116
H (-2.22845, -1.33951, -5.72833)  0.121
H (-3.53309, 1.13222, -6.96769)  0.122
H (-3.15843, -0.38356, -7.79381)  0.120
H (-5.64188, 0.11124, -6.75369)  0.109
H (-4.95336, -1.54072, -6.71287)  0.110
H (-2.66726, -0.32002, -3.54694)  0.080
H (-3.18478, 1.21206, -4.31890)  0.104
C (-0.23048, -4.76107, -2.49628)  -0.221
C (-1.06649, -5.97732, -2.10077)  -0.213
C (-0.72077, -6.32022, -0.65268)  -0.219
S (-0.21651, -4.78876, 0.11673)  0.677
O (1.18465, -4.88889, 0.46727)  -0.319
O (-1.22736, -4.37909, 1.07109)  -0.355
C (-0.36233, -3.77733, -1.34319)  -0.236
H (-0.57124, -4.32322, -3.43904)  0.118
H (0.81810, -5.05737, -2.61927)  0.122
H (-2.13183, -5.72784, -2.17654)  0.123
H (-0.88099, -6.82862, -2.76317)  0.121
H (-1.58293, -6.72816, -0.11904)  0.110
H (0.11760, -7.01996, -0.59628)  0.111
H (0.41194, -3.00825, -1.34392)  0.074
H (-1.35360, -3.31440, -1.33188)  0.116

***

(3)
The following is a quantum chemistry calculation of a cluster of 6 separate species, C29H62BCl10S in total in a non-equilibrium geometry, from the OMol25 dataset.

Its multiplicity is 1. Its charge is -1. Its energy relative to the best compared isomer or geometry (same formula, charge and spin) is 1.151 eV. Its strongest force on any atom is 1.71 eV/A. The gap between HOMO and LUMO comes out at 5.44 eV. For the total energy, the calculation gives -6167.10848 a.u.

Each line ends with the Löwdin charge.
Cartesian coordinates (Å):
C (1.95095, -0.32154, 4.02597)  -0.109
C (2.15868, -1.81453, 3.59131)  -0.280
C (3.21250, -2.02069, 2.46408)  -0.212
C (2.80676, -1.29312, 1.11024)  -0.200
C (4.06065, -0.49911, 0.61756)  -0.227
C (3.84418, 0.29498, -0.71039)  -0.241
C (3.14533, 1.68072, -0.49372)  -0.210
C (1.58706, 1.59948, -0.45951)  -0.202
C (1.00876, 2.93717, 0.17289)  -0.203
C (-0.38707, 2.57994, 0.76737)  -0.224
C (-1.11302, 3.76080, 1.49709)  -0.214
C (-2.00501, 3.29390, 2.68699)  -0.223
C (-2.95206, 2.09170, 2.36659)  -0.211
C (-4.36870, 2.52991, 1.79374)  -0.214
C (-5.56053, 2.06464, 2.71132)  -0.238
C (-6.88741, 2.10536, 1.84669)  -0.253
B (-8.05460, 1.07222, 2.36850)  -0.621
C (-9.16262, 0.67531, 1.21773)  -0.527
S (-8.45819, 0.03528, -0.37201)  0.743
C (-8.64679, -1.79552, -0.44238)  -0.578
C (-9.22383, -2.44997, 0.85712)  -0.179
H (0.85413, -0.15469, 4.12684)  0.047
H (2.39323, 0.41815, 3.33187)  0.063
H (2.36012, -0.12558, 5.04305)  0.067
H (2.52424, -2.36670, 4.49085)  0.099
H (1.19577, -2.29493, 3.31855)  0.016
H (4.23209, -1.68612, 2.75651)  0.102
H (3.24071, -3.10966, 2.22835)  0.102
H (2.49487, -2.03465, 0.34784)  0.091
H (1.99764, -0.57701, 1.35088)  0.081
H (4.88048, -1.23074, 0.42944)  0.092
H (4.37482, 0.20133, 1.41930)  0.106
H (4.86555, 0.53059, -1.10603)  0.099
H (3.36726, -0.31541, -1.51590)  0.023
H (3.55623, 2.19998, 0.39622)  0.105
H (3.40957, 2.30960, -1.37098)  0.055
H (1.20119, 1.53786, -1.50018)  0.087
H (1.18418, 0.71921, 0.07852)  0.087
H (0.91069, 3.63911, -0.68574)  0.089
H (1.72906, 3.34448, 0.91112)  0.104
H (-0.25560, 1.76237, 1.51294)  0.107
H (-1.02499, 2.26249, -0.08663)  0.118
H (-0.34904, 4.50160, 1.83687)  0.102
H (-1.73834, 4.29795, 0.75115)  0.106
H (-2.61399, 4.13305, 3.08884)  0.104
H (-1.32360, 2.96944, 3.51156)  0.100
H (-3.09689, 1.53542, 3.32218)  0.097
H (-2.53788, 1.35833, 1.64642)  0.090
H (-4.44187, 2.14235, 0.76028)  0.094
H (-4.40593, 3.64222, 1.74662)  0.101
H (-5.37019, 1.06944, 3.16180)  0.089
H (-5.65921, 2.78909, 3.55060)  0.102
H (-6.56645, 1.89362, 0.79593)  0.049
H (-7.28468, 3.15462, 1.87187)  0.082
H (-8.67763, 1.66646, 3.23458)  0.035
H (-7.61960, 0.07612, 2.89824)  0.028
H (-9.71264, 1.61851, 0.95746)  0.040
H (-9.94387, -0.01495, 1.61145)  0.034
H (-9.30112, -2.02664, -1.31237)  0.043
H (-7.66338, -2.26765, -0.65382)  0.050
H (-10.30895, -2.25099, 0.93720)  0.063
H (-9.00985, -3.54270, 0.78901)  0.060
H (-8.66559, -2.04106, 1.72645)  0.063
Cl (-1.23392, -2.25872, 3.73021)  0.604
C (-1.97967, -3.78356, 4.26497)  -0.645
C (-0.94718, -4.84720, 4.55954)  -0.663
Cl (-0.12387, -5.41303, 3.08375)  0.534
H (-2.67850, -4.10546, 3.49502)  0.071
H (-2.54655, -3.55981, 5.16845)  0.074
H (-1.43026, -5.71623, 5.00604)  0.069
H (-0.18765, -4.48497, 5.25043)  0.067
Cl (3.32699, -0.79424, -3.91556)  0.565
C (4.03145, -2.36513, -4.37366)  -0.662
C (3.56352, -3.48654, -3.47259)  -0.647
Cl (4.21177, -3.33811, -1.81875)  0.584
H (5.11407, -2.26397, -4.35882)  -0.016
H (3.72166, -2.56315, -5.40046)  0.077
H (3.90983, -4.44382, -3.86256)  0.061
H (2.47728, -3.51728, -3.40623)  0.071
Cl (5.04572, 4.87965, -2.27131)  0.548
C (5.74842, 4.44491, -3.84895)  -0.665
C (4.76603, 3.70661, -4.72982)  -0.649
Cl (4.39383, 2.07634, -4.11536)  0.541
H (6.64400, 3.85306, -3.66740)  0.065
H (6.04558, 5.37711, -4.32975)  0.068
H (5.19059, 3.57843, -5.72576)  0.071
H (3.82772, 4.25151, -4.82583)  0.062
Cl (0.49935, 3.56266, -3.77155)  0.559
C (-0.78232, 2.86242, -4.78891)  -0.658
C (-0.60329, 1.37600, -5.00182)  -0.653
Cl (0.82171, 1.02155, -6.00914)  0.521
H (-0.78765, 3.40061, -5.73516)  0.065
H (-1.72874, 3.05084, -4.28237)  0.075
H (-1.47275, 0.97507, -5.52218)  0.072
H (-0.49189, 0.84033, -4.06032)  0.070
Cl (6.78130, -6.50351, -2.05371)  0.538
C (8.21921, -5.51753, -2.41820)  -0.663
C (7.87444, -4.06086, -2.62513)  -0.638
Cl (6.94068, -3.79831, -4.11882)  0.614
H (8.70494, -5.94143, -3.29542)  0.066
H (8.89592, -5.61793, -1.56991)  0.072
H (8.78827, -3.47394, -2.71570)  0.074
H (7.29446, -3.66329, -1.79353)  0.054

***

HOMO list, top to bottom, in hartree: -0.2809 -0.3902 -0.1416